Entry 1:
Molecular formula: CH17NO8
Method: DFT, ωB97M-V with the def2-TZVPD basis set

The geometry in XYZ format:
```
27
Properties=species:S:1:pos:R:3:forces:R:3:lowdin_charge:R:1
N -1.137487 0.423302 -1.174922 0.315 -0.351 1.715 0.119
C -2.050689 0.780716 -2.073232 1.846 -0.864 0.534 -0.436
O -2.985801 0.069338 -2.157849 -3.885 -0.655 -1.648 0.045
H -0.310610 0.890748 -1.180697 2.865 1.390 0.085 0.015
H -1.075599 -0.442473 -0.622313 -0.775 0.838 -1.110 0.073
H -1.713520 1.624022 -2.714888 -0.603 0.053 0.134 0.137
O 1.419985 -0.457819 -0.947353 -1.868 0.479 3.251 -0.052
H 1.896944 -0.546805 -1.702569 1.746 -0.875 -3.951 -0.001
H 2.136407 -0.013470 -0.395843 -1.159 -0.980 0.050 -0.053
O -2.712067 -1.650241 0.650827 -1.225 0.495 1.995 -0.026
H -2.108053 -2.117520 0.122027 1.103 -1.153 -1.464 -0.046
H -2.657966 -0.733342 0.414879 -0.252 0.529 -0.377 0.001
O 1.925023 2.534751 -0.068403 -0.310 -0.285 1.322 -0.085
H 1.579112 2.083221 0.775702 0.429 0.795 -1.643 0.040
H 1.181635 2.924322 -0.520428 -0.301 0.212 -0.106 0.044
O 1.508185 0.790763 1.825078 1.043 -2.801 0.581 -0.112
H 1.622899 0.699563 2.786761 -0.639 0.244 -0.085 0.074
H 1.811343 -0.153748 1.532263 -1.158 2.536 0.438 0.129
O 3.320713 0.409992 0.239093 2.497 1.448 2.209 -0.090
H 3.348307 0.834827 1.175413 0.053 -1.128 -2.452 0.123
H 3.143661 1.206424 -0.293963 0.299 0.368 0.043 0.046
O -0.206498 -0.044196 3.564042 0.780 6.444 4.651 -0.026
H -0.453506 -0.564704 2.910040 -2.023 -3.910 -4.892 -0.062
H -0.532186 0.895949 3.292188 0.762 -2.745 0.746 0.119
O -0.657054 -2.792827 -0.925369 -1.466 -0.148 2.496 -0.006
H -0.399101 -3.005250 -1.781477 0.832 -0.293 -2.269 0.027
H -0.103111 -2.107265 -0.573773 1.093 0.356 -0.253 0.003
```
Forces are in eV/Å.

The SMILES is NC=O.O.O.O.O.O.O.O. The largest force on an atom comes out at 0.155 Eh/bohr. The lowest unoccupied orbital energy is -0.152 eV. The total charge is 0. Its gap between HOMO and LUMO is 0.3571 Ha. The calculation puts the energy above the lowest of the compared OMol25 structures with the same formula, charge and spin at 203.44 kJ/mol.

=====

Entry 2:
Molecular formula: C27H21Cl5N3O3Pt
Method: DFT, ωB97M-V with the def2-TZVPD basis set

The geometry in XYZ format:
```
60
Properties=species:S:1:pos:R:3:forces:R:3:mulliken_spin:R:1
Pt -0.745166 0.711315 0.468629 -0.206 0.182 0.458 1.394
O 0.965565 0.257810 4.316170 0.006 -0.076 0.027 0.018
C 0.718711 0.391218 3.136613 0.016 -0.021 -0.151 0.041
O -0.451225 0.530431 2.615107 -0.134 0.237 0.112 0.283
C 1.868345 0.435195 2.141005 -0.031 0.013 0.082 -0.013
C 3.176232 0.328997 2.585102 -0.015 0.023 -0.027 -0.002
C 4.200546 0.438335 1.662261 0.023 0.001 -0.002 -0.002
C 3.882450 0.666098 0.330677 0.009 -0.011 0.016 0.000
C 2.551872 0.748329 -0.030193 -0.004 -0.022 0.025 0.001
N 1.561123 0.622848 0.857467 -0.136 -0.146 -0.131 0.091
H 3.346767 0.175431 3.640885 -0.008 -0.003 0.001 0.001
H 5.233457 0.357170 1.973900 0.000 0.003 0.001 0.000
H 4.650315 0.770298 -0.422800 -0.009 0.000 -0.008 0.001
H 2.269388 0.910158 -1.059913 -0.005 -0.032 -0.026 0.003
C -0.054142 0.137564 -2.914713 -0.008 -0.014 -0.051 -0.010
N -0.160605 1.082484 -1.798154 0.016 0.150 -0.171 0.351
C -0.083531 2.331939 -2.080588 -0.001 -0.034 -0.014 0.043
C -0.142153 3.312729 -1.037355 0.019 -0.020 0.069 0.291
C 0.021012 4.731485 -1.110330 0.005 0.024 0.020 -0.020
C -0.032942 5.171664 0.172611 0.011 -0.014 -0.005 0.225
C -0.242791 3.988480 1.005736 0.081 0.027 0.040 0.265
N -0.312891 2.907484 0.270281 -0.054 -0.074 -0.220 0.091
C 1.100360 -0.820804 -2.749540 0.011 0.012 -0.045 0.000
C 2.130029 -0.818795 -3.682512 0.049 0.056 0.064 0.001
C 3.201618 -1.691830 -3.546765 0.016 0.004 0.004 0.002
C 3.251893 -2.565742 -2.471647 0.005 0.012 0.001 -0.001
C 2.221118 -2.573609 -1.540624 -0.006 0.029 0.014 0.007
C 1.145070 -1.711641 -1.682934 -0.068 -0.039 0.040 0.029
H 0.065458 0.697088 -3.845886 -0.028 -0.038 -0.028 0.003
H -0.994007 -0.409819 -2.971990 -0.082 -0.012 0.098 0.016
H 0.044190 2.671533 -3.107854 0.013 0.020 0.004 0.012
H 0.169706 5.309023 -2.007838 -0.002 -0.005 -0.005 -0.002
H 0.058046 6.182487 0.535204 0.000 -0.004 0.009 0.001
H -0.321612 3.950871 2.081828 0.000 -0.004 -0.011 0.020
H 2.099666 -0.132901 -4.521236 -0.011 -0.004 -0.008 0.001
H 3.995686 -1.687047 -4.281440 0.001 -0.002 -0.001 0.000
H 4.089097 -3.242107 -2.361890 -0.003 -0.004 0.001 0.000
H 2.259936 -3.252451 -0.697578 0.007 -0.007 -0.010 0.000
H 0.341025 -1.726334 -0.954975 0.008 0.009 0.006 -0.008
Cl -2.743610 2.664288 2.404620 -0.014 -0.084 0.051 0.043
C -3.542659 1.546117 1.386589 -0.212 0.069 0.006 0.154
C -2.790376 0.655678 0.581458 0.556 -0.058 -0.104 0.357
C -3.538476 -0.294894 -0.152102 -0.088 -0.186 -0.070 0.061
Cl -2.706317 -1.470996 -1.104401 -0.065 0.162 -0.115 0.018
C -4.918906 -0.319257 -0.164642 0.056 -0.048 -0.039 -0.026
Cl -5.782898 -1.453565 -1.112317 0.000 0.014 0.017 0.003
C -5.624254 0.613007 0.618841 -0.116 -0.035 -0.031 0.149
Cl -7.323830 0.598462 0.616455 0.070 0.002 0.003 0.043
C -4.933908 1.541776 1.401437 0.122 0.098 0.078 -0.043
Cl -5.811279 2.653229 2.364594 0.009 -0.014 -0.009 -0.003
C -0.624533 -3.396958 2.913020 0.061 -0.020 -0.012 0.000
C -0.725826 -3.031432 1.457028 -0.070 0.128 0.325 0.027
C -0.841278 -4.123047 0.426730 -0.044 0.015 -0.028 0.001
O -0.732661 -1.854431 1.142213 0.235 -0.232 -0.264 0.084
H -0.442237 -4.455934 3.075755 0.008 -0.003 0.003 0.000
H -1.563089 -3.118434 3.397586 -0.015 -0.019 -0.009 0.000
H 0.156664 -2.798344 3.381594 -0.020 0.018 0.017 0.000
H -0.958237 -5.105714 0.874738 0.002 -0.007 -0.005 0.000
H 0.056187 -4.121074 -0.194226 0.026 -0.011 -0.008 0.000
H -1.686070 -3.913881 -0.229693 0.018 -0.008 0.012 0.000
```
Forces are in eV/Å.

The largest force on an atom comes out at 0.011 Eh/bohr. The lowest unoccupied orbital energy (spin up / spin down) is -3.238 / -6.428 eV. The total charge is +1. Its gap between HOMO and LUMO (spin up / spin down) is 0.2661 / 0.1964 Ha. The calculation puts the energy above the lowest of the compared OMol25 structures with the same formula, charge and spin at 13.57 kJ/mol. The spin multiplicity is 5.

=====

Entry 3:
Molecular formula: CH4IN2O
Method: DFT, ωB97M-V with the def2-TZVPD basis set

The geometry in XYZ format:
```
9
Properties=species:S:1:pos:R:3:forces:R:3:lowdin_charge:R:1
C 1.717869 0.213122 -0.013577 0.956 -0.488 -0.384 -0.048
N 2.818346 0.545942 0.147672 -1.277 0.533 -0.197 0.383
N 0.572901 -0.292768 -0.253504 -1.892 0.565 0.739 0.040
O 0.065783 -0.725004 -1.459656 3.222 -1.811 -2.811 0.045
I -3.969803 0.218754 1.282801 -0.171 -0.009 0.048 0.334
H -5.471778 0.780659 1.452877 0.196 -0.015 -0.046 -0.323
H 3.680411 0.424999 0.620194 0.932 -0.203 0.319 0.146
H -0.270775 0.040287 0.226609 0.676 0.009 0.526 0.195
H 0.857047 -1.205994 -2.003416 -2.643 1.419 1.806 0.227
```
Forces are in eV/Å.

The largest force on an atom comes out at 0.090 Eh/bohr. The lowest unoccupied orbital energy is -5.707 eV. The total charge is +1. Its gap between HOMO and LUMO is 0.2557 Ha. The calculation puts the energy above the lowest of the compared OMol25 structures with the same formula, charge and spin at 238.26 kJ/mol.

=====

Entry 4:
Molecular formula: C10H13CoIN4O8P2
Method: DFT, ωB97M-V with the def2-TZVPD basis set

The geometry in XYZ format:
```
39
Properties=species:S:1:pos:R:3:forces:R:3:mulliken_spin:R:1
Co -0.179984 -0.133868 -0.185610 -0.208 0.402 0.557 1.054
O 3.001577 0.091715 -2.445654 -0.017 0.001 -0.055 -0.001
P 2.692489 0.678201 -0.981735 -0.177 -0.265 0.030 -0.003
O 3.921148 0.979893 -0.245272 0.011 0.037 0.021 -0.001
O 1.685453 -0.305221 -0.372292 0.146 0.068 -0.025 -0.012
O 1.811625 1.975470 -1.385439 0.206 0.201 0.000 0.000
P 0.801655 2.817816 -0.438629 -0.302 -0.409 0.099 -0.001
O -0.034504 3.578581 -1.588220 0.009 -0.062 -0.020 0.002
O 1.421032 3.763715 0.479926 -0.042 -0.012 0.071 -0.003
O -0.148396 1.740286 0.151221 0.389 0.050 -0.382 -0.018
H 3.904007 0.320166 -2.695005 0.006 0.007 0.027 0.000
H 0.006785 3.102027 -2.424236 -0.003 0.013 -0.005 0.000
I -5.361554 -2.693488 0.861587 -0.030 -0.033 0.013 0.000
C -4.301013 -1.002363 0.288462 0.026 0.092 -0.031 0.000
C -4.945251 0.159146 -0.107309 0.009 -0.020 -0.001 -0.001
C -4.161862 1.239049 -0.469551 -0.012 0.029 -0.008 0.000
C -2.783199 1.131518 -0.431970 0.141 0.012 -0.025 -0.004
N -2.161553 0.004959 -0.059557 -0.303 -0.146 0.049 -0.017
C -2.920013 -1.038039 0.297150 0.070 -0.044 0.055 0.008
H -6.024849 0.218505 -0.130578 0.001 -0.002 0.007 0.000
H -4.608115 2.172457 -0.781465 -0.011 -0.005 0.002 0.000
H -2.138215 1.959386 -0.686707 0.001 -0.005 0.005 -0.001
H -2.400910 -1.929342 0.615057 0.027 0.002 -0.019 -0.001
C -0.315297 -4.620538 -2.283657 0.028 -0.010 0.032 0.001
N -0.044466 -4.020172 -0.980109 0.010 -0.027 -0.006 0.002
C 0.539857 -4.705382 0.035023 0.004 -0.028 -0.027 -0.001
C 0.895476 -4.112359 1.193571 -0.015 0.012 -0.013 0.001
C 0.630029 -2.713401 1.313921 0.034 0.094 0.095 0.005
N -0.059492 -2.086459 0.375392 0.124 0.126 -0.231 -0.017
C -0.285585 -2.663994 -0.838186 0.084 -0.105 0.147 -0.005
O -0.685529 -1.971436 -1.758902 -0.183 0.013 -0.352 0.013
N 1.044615 -2.005951 2.367407 -0.006 0.000 0.031 -0.001
H -0.023939 -5.666954 -2.249251 -0.011 -0.002 -0.003 0.000
H 0.254465 -4.101402 -3.050909 -0.009 0.005 -0.008 0.000
H -1.374556 -4.538655 -2.516478 0.002 0.015 -0.011 0.000
H 0.725725 -5.753658 -0.153882 -0.002 -0.002 0.006 0.000
H 1.393680 -4.664617 1.973928 0.001 0.004 0.004 0.000
H 1.671993 -2.424475 3.030848 0.005 -0.003 -0.006 0.001
H 1.071670 -0.999715 2.279812 -0.003 -0.003 -0.026 0.002
```
Forces are in eV/Å.

The largest force on an atom comes out at 0.014 Eh/bohr. The lowest unoccupied orbital energy (spin up / spin down) is -0.326 / -0.295 eV. The total charge is 0. Its gap between HOMO and LUMO (spin up / spin down) is 0.3292 / 0.3292 Ha. The calculation puts the energy above the lowest of the compared OMol25 structures with the same formula, charge and spin at 0.00 kJ/mol. The spin multiplicity is 2.

=====

Entry 5:
Molecular formula: C5H14IN5
Method: DFT, ωB97M-V with the def2-TZVPD basis set

The geometry in XYZ format:
```
25
Properties=species:S:1:pos:R:3:forces:R:3:lowdin_charge:R:1
C -0.680581 2.247535 -1.719694 0.121 -0.183 -0.209 -0.128
N -0.701963 0.854867 -2.160907 0.211 0.261 0.310 -0.095
C -1.193148 -0.117108 -1.230070 -0.238 -0.196 -0.455 -0.210
N -0.135679 -0.865778 -0.519280 0.316 -0.201 -0.216 -0.036
C -0.534195 -2.073295 0.250776 0.254 0.211 0.564 -0.226
C -1.092392 -1.439601 1.514903 1.315 0.554 0.432 -0.108
N 0.076290 -0.512380 1.743621 -0.650 0.593 -0.355 0.089
C 0.503606 -0.183549 0.498555 0.092 0.103 0.096 -0.450
N 1.459773 0.662267 0.285451 -0.083 0.022 -0.023 0.053
N 2.144524 1.324008 1.321026 -0.153 0.199 -0.001 0.097
H -0.592873 2.351114 -0.637657 -0.059 0.055 0.154 0.066
H 0.173510 2.754172 -2.160894 0.072 0.102 -0.079 0.077
H -1.572598 2.764445 -2.061995 -0.145 0.119 0.093 0.073
H 0.175615 0.562863 -2.561027 -0.033 -0.140 -0.148 0.104
H -1.753355 -0.879272 -1.765601 -0.001 -0.239 0.012 0.125
H -1.909151 0.371114 -0.564115 0.024 0.153 0.148 0.124
H 0.533176 -2.479060 0.527715 -2.296 -0.302 -0.478 -0.198
H -1.204033 -2.759523 -0.247079 0.065 0.019 -0.420 0.125
H -1.164285 -2.096828 2.369919 -0.223 -0.204 0.042 0.120
H -1.948445 -0.780964 1.385941 -0.538 -0.459 0.036 0.106
H -0.068667 0.300023 2.329602 0.125 -0.157 0.367 0.144
H 1.733885 0.838113 -0.664977 0.208 -0.007 -0.033 0.164
H 2.036202 0.743895 2.150289 0.095 -0.174 -0.019 0.083
H 3.130832 1.265004 1.089389 0.082 -0.041 -0.033 0.101
I 2.583952 -2.852062 0.826107 1.439 -0.089 0.215 -0.200
```
Forces are in eV/Å.

The largest force on an atom comes out at 0.046 Eh/bohr. The lowest unoccupied orbital energy is 0.235 eV. The total charge is 0. Its gap between HOMO and LUMO is 0.2591 Ha.

=====

Entry 6:
Molecular formula: C9H10Br6N2O4
Method: DFT, ωB97M-V with the def2-TZVPD basis set

The geometry in XYZ format:
```
31
Properties=species:S:1:pos:R:3:forces:R:3:lowdin_charge:R:1
C -16.716796 -15.293074 -20.780039 -0.204 -0.045 0.255 0.040
N -15.907859 -15.220159 -22.025341 0.188 -0.168 0.081 -0.449
O -14.899123 -15.898561 -22.056695 -0.124 0.071 0.034 0.035
O -16.301472 -14.511901 -22.923550 -0.078 0.107 -0.065 0.074
H -17.545266 -14.597521 -20.832523 0.051 0.068 -0.190 0.095
H -16.068033 -15.063109 -19.941645 0.139 -0.016 -0.062 0.039
H -17.079735 -16.312890 -20.686387 0.073 -0.038 -0.058 0.102
C -15.990336 -13.963580 -10.521101 -0.210 -0.478 -0.175 -0.069
C -15.539346 -12.746382 -11.000545 -0.572 0.010 0.164 -0.066
C -14.952468 -12.681051 -12.248415 0.750 0.163 0.079 -0.004
C -14.801933 -13.841177 -12.980164 0.010 0.103 0.078 -0.147
C -15.282079 -15.058602 -12.540912 0.412 -0.621 0.249 -0.004
C -15.839572 -15.124952 -11.281471 -0.501 0.553 0.391 -0.063
N -14.023514 -13.792803 -14.224738 -0.242 0.060 -0.287 -0.347
O -13.646767 -12.704708 -14.625826 0.054 -0.192 0.068 0.054
O -13.814628 -14.848243 -14.784301 0.179 0.036 -0.003 0.039
H -16.509379 -14.048154 -9.574711 0.178 0.180 0.092 0.108
H -15.707017 -11.851700 -10.416337 0.197 0.045 -0.023 0.110
H -14.475252 -11.776930 -12.595626 -0.245 0.093 -0.159 0.120
H -15.126838 -15.971439 -13.097725 -0.011 0.178 -0.236 0.121
H -16.213915 -16.049499 -10.864578 0.092 -0.136 -0.200 0.108
C -12.477828 -13.169646 -18.151301 -0.168 0.049 0.178 -1.639
Br -12.367241 -12.160923 -19.772773 0.008 0.104 -0.118 0.598
Br -11.105011 -14.494739 -18.059104 0.164 -0.062 0.124 0.601
Br -14.218529 -13.935893 -17.910256 -0.246 -0.116 -0.136 0.623
H -12.349537 -12.499651 -17.314254 0.119 0.066 0.001 -0.034
C -10.222225 -17.520558 -19.954219 -0.715 0.698 -0.203 -1.690
Br -12.022250 -17.472836 -20.664064 -0.077 -0.198 0.055 0.560
Br -9.227568 -16.129894 -20.836271 0.392 -0.097 0.008 0.546
Br -9.429270 -19.232181 -20.066726 0.233 -0.341 -0.040 0.608
H -10.321779 -17.238866 -18.917291 0.151 -0.076 0.097 -0.069
```
Forces are in eV/Å.

The largest force on an atom comes out at 0.020 Eh/bohr. The lowest unoccupied orbital energy is -0.717 eV. The total charge is 0. Its gap between HOMO and LUMO is 0.3374 Ha. The calculation puts the energy above the lowest of the compared OMol25 structures with the same formula, charge and spin at 0.00 kJ/mol.

=====

> Which of these has the lowest largest force on an atom?

C27H21Cl5N3O3Pt

=====

> Look up the total charge of the sixth one.

0